15
Properties=species:S:1:pos:R:3 method="wB97M-V/def2-TZVPD" homo_lumo_gap_ev=9.42 homo_energy_ha=-0.3453 lumo_energy_ha=0.0010
O -2.06118 -0.98874 -0.53444
O 0.59906 2.03942 0.84153
O 0.31979 0.78690 -2.16194
O 1.45211 -0.92667 1.19927
O 0.07245 -0.04044 -0.08266
H 1.55018 -0.95897 2.15090
H 0.56996 1.36057 0.16732
H 0.37707 1.58191 1.65248
H 2.30524 -0.63269 0.87994
H -0.20777 0.33972 -2.82371
H 0.08558 0.35850 -1.33863
H 0.72364 -0.35419 0.54482
H -2.68206 -0.26023 -0.53028
H -2.45344 -1.64168 0.04525
H -0.65063 -0.66341 -0.00985

---

126
Properties=species:S:1:pos:R:3 method="wB97M-V/def2-TZVPD" homo_lumo_gap_ev=7.54 homo_energy_ha=-0.3430 lumo_energy_ha=-0.0659 total_charge=+1
Sb 0.41350 0.21630 3.44200
P 0.97090 -2.91900 -2.88450
P -0.07500 -0.35490 -4.07300
O 0.29610 1.75810 0.31750
O -0.46470 -0.02190 -2.68580
O 1.86280 -0.91340 0.77610
O 1.24920 -1.91250 -1.83670
N -2.15990 0.95320 -0.61670
N 3.63290 0.05880 -0.15860
C 3.07390 -0.92080 0.55880
C 5.03840 0.26710 -0.42830
C 4.18370 -5.41420 -3.13110
C -1.61690 0.89930 5.88410
C 3.47300 -2.90960 -4.08330
C -0.42900 -5.28120 -3.24490
C -2.34590 -0.33450 -5.80910
C 2.29950 2.60390 3.94670
C -1.28620 -6.29350 -2.85920
C 0.30420 -1.86980 4.33220
C 2.15110 1.18690 -3.60770
C 0.54510 -1.97490 5.82790
C 3.31660 0.68520 -6.08010
C -1.29340 0.35180 -5.22290
C 3.45280 0.45240 3.71450
C -1.78870 2.20070 -0.86870
C -2.54020 0.95130 3.57410
C 5.96980 -2.09330 -0.51890
C -3.22440 1.74450 -6.64230
C -1.06830 -2.41690 3.97230
C 2.09950 0.11000 -5.76610
C -2.18200 2.43270 -6.04030
C -1.57340 -5.23120 -0.71560
C 3.36530 1.76740 -3.92850
C 5.10450 -4.65040 -3.83000
C 4.75170 -3.39390 -4.29860
C 4.70630 -2.78190 -0.01150
C -3.13190 0.43090 -1.34530
C -0.64720 2.74040 -0.04100
C 1.52240 0.35730 -4.52540
C -1.11980 2.80470 4.38660
C 3.99270 -1.99240 1.09160
C 2.37330 1.03850 5.89110
C 0.08060 -2.17090 -4.34160
C -1.86160 -6.26340 -1.59660
C 2.27410 1.14510 4.37990
C 2.90750 -4.92530 -2.90400
C 3.94580 1.51320 -5.16180
C 5.66460 -0.82110 -1.30290
C -1.34040 1.30040 4.44650
C -3.30670 0.36650 -6.52190
C -2.41350 2.99100 -1.82720
C 2.54370 -3.67580 -3.39190
C -1.21770 1.73630 -5.33760
C 1.34740 -2.69240 3.59300
C -3.78160 1.11630 -2.35960
C -0.70960 -4.21710 -1.09710
C -0.14140 -4.24310 -2.36220
C -3.41880 2.43400 -2.59640
Li 0.39580 -0.42060 -1.01240
H 5.59700 0.32660 0.51250
H 1.56270 3.19360 4.48040
H 2.11300 2.69330 2.87540
H 4.88760 1.97280 -5.41830
H 3.38950 -2.67030 1.69180
H 4.73850 -1.52560 1.73650
H 1.58950 -1.78980 6.06620
H 4.46350 -6.38750 -2.75480
H 0.02930 -5.28680 -4.22500
H -1.50440 -7.10670 -3.53700
H 4.01590 -2.94830 -0.84070
H -1.85810 -1.92340 4.53110
H 3.84840 2.43520 -3.22970
H 1.65970 1.37130 -2.65960
H -3.91080 3.01220 -3.36410
H 6.10030 -5.03070 -4.00320
H 1.58550 -0.51980 -6.47910
H -2.53440 -7.05320 -1.29920
H -0.46360 -3.39980 -0.43050
H 6.59800 -0.43420 -1.71470
H -4.13130 -0.16410 -6.97290
H -2.41220 -1.41130 -5.73380
H 0.55800 -2.40030 -5.29370
H 4.99260 -1.05250 -2.13300
H -2.12680 3.50910 -6.11250
H -1.06160 3.20310 0.86610
H 6.52150 -2.78510 -1.15840
H 3.18170 -1.93680 -4.45870
H -1.11480 -3.48180 4.20400
H 3.15340 1.70480 6.26070
H -0.80700 3.12140 3.39150
H -0.36910 3.11780 5.10690
H -0.74860 1.06920 6.51840
H 2.97750 0.75920 -0.47930
H -0.06850 -1.27860 6.39030
H 5.13490 1.22710 -0.93500
H 3.43930 -0.62000 3.88300
H 3.27920 3.03510 4.15770
H 1.44150 1.32130 6.37250
H 3.76580 0.49910 -7.04400
H 1.27300 -3.74270 3.88230
H -2.04540 3.32930 4.63370
H -3.96800 2.28110 -7.21330
H 2.63560 0.03080 6.20020
H -0.93100 -2.58820 -4.34390
H 6.61510 -1.84760 0.32860
H -2.43770 1.50000 6.28340
H 1.20250 -2.61130 2.51760
H -1.26420 -2.29400 2.90630
H -2.42510 1.35970 2.57020
H 5.47820 -2.79060 -4.82470
H -0.39480 2.25550 -4.86370
H -3.40130 -0.58850 -1.10010
H -2.10270 4.01410 -1.97500
H -3.45330 1.36350 4.00470
H -2.02000 -5.22390 0.26820
H 4.97640 -3.76090 0.38810
H -4.54550 0.63580 -2.95140
H 2.18580 -5.51870 -2.36400
H 4.39590 0.83910 4.10110
H -0.11940 3.50830 -0.61430
H -1.91430 -0.14430 5.95020
H 0.30360 -2.98450 6.16640
H 2.35300 -2.35390 3.83100
H 3.42560 0.63150 2.64210
H -0.13540 1.15050 0.94050
H -2.66960 -0.12380 3.48710

---

36
Properties=species:S:1:pos:R:3 method="wB97M-V/def2-TZVPD" homo_lumo_gap_ev="5.27 / 4.96" homo_energy_ha="-0.5548 / -0.5512" lumo_energy_ha="-0.3611 / -0.3690" total_charge=+2
Re 0.43515 -0.02633 -1.34295
Sb -0.56061 1.27129 -4.90238
Br 0.26350 -2.18647 1.76795
Se -3.08645 0.89116 -4.47338
Se 1.62254 -1.86135 -1.72336
Se 1.47902 1.61469 -2.65853
Se 0.16488 -0.61378 -6.15075
O -0.87738 0.99829 -0.22808
O 0.28260 3.24913 3.67026
O -1.17208 -0.02041 -2.54931
O -1.31804 2.33477 1.55651
O 2.49394 3.14305 3.97752
O -3.31799 -0.32986 -2.96995
N 1.58445 0.65611 0.32320
N 2.90491 1.37463 1.90354
N -1.21505 -1.54038 -0.41306
C 4.02798 -0.07305 0.24861
C 1.67258 1.92422 2.19988
C 2.82074 0.63022 0.78204
C -0.56887 1.63215 0.90521
C -3.50293 -2.89868 0.37812
C -2.37797 -1.46252 -1.09210
C 0.83567 1.40149 1.26200
C -1.24696 -2.22110 0.69755
C 1.49747 2.84434 3.36058
C -3.52563 -2.14229 -0.78403
C -2.28039 -0.57533 -2.28108
C -2.39588 -2.89770 1.14992
H 3.82583 -1.04907 -0.16277
H -0.38539 3.01134 3.01650
H 4.53150 0.50024 -0.53190
H -4.41464 -2.01058 -1.42392
H 3.70284 1.50282 2.52843
H 4.75671 -0.24584 1.04088
H -2.32032 -3.40429 2.10453
H -4.33573 -3.42092 0.81432

---

144
Properties=species:S:1:pos:R:3 method="wB97M-V/def2-TZVPD" homo_lumo_gap_ev=1.81 homo_energy_ha=-0.5538 lumo_energy_ha=-0.4872 total_charge=+3
Zr -10.23968 -19.51361 -22.08532
Cl -9.48863 -22.83548 -24.77804
O -5.16299 -24.34482 -28.27277
O -11.83874 -19.45510 -23.73654
O -11.33442 -25.22498 -28.88316
O -15.98379 -22.45279 -23.82077
O -11.29219 -21.52601 -22.28112
O -12.43481 -28.08085 -22.00677
O -6.99457 -20.41619 -24.25904
O -8.42286 -24.58687 -17.95841
O -11.03322 -23.53641 -20.29004
O -4.76330 -24.58972 -19.50125
O -9.06180 -22.32364 -30.70078
O -8.52954 -21.34358 -22.17365
O -11.43115 -18.80216 -29.34406
O -9.41046 -19.56513 -24.16120
N -6.62519 -21.86786 -25.98644
N -6.73918 -25.23456 -25.71162
N -8.49590 -25.44664 -19.99511
N -10.15426 -22.73752 -28.94580
N -13.84666 -19.18750 -24.70967
N -14.63291 -24.15009 -24.43969
N -6.17568 -21.38339 -20.80064
N -8.69528 -21.17333 -28.85654
N -5.01764 -20.56465 -25.44473
N -12.80378 -23.51055 -18.87819
N -11.39468 -25.18267 -18.75096
N -15.04059 -24.82842 -28.10932
N -12.82737 -21.00142 -25.10069
N -7.01412 -26.14865 -18.59596
N -11.79225 -25.05872 -24.04735
N -9.90484 -18.94365 -27.00870
N -14.14109 -23.04952 -22.68722
C -11.23503 -26.47197 -29.59511
C -6.27186 -20.91380 -25.18626
C -14.99863 -23.16576 -23.63125
C -13.89704 -23.23937 -29.65371
C -12.63521 -24.98047 -28.29964
C -10.18783 -26.29511 -22.88764
C -8.50185 -25.78249 -27.01758
C -11.57905 -26.39776 -23.55582
C -6.58646 -24.61908 -28.14458
C -6.04335 -22.84873 -20.61933
C -9.27702 -22.05749 -29.59747
C -13.92194 -24.66720 -29.06122
C -3.70182 -25.06500 -18.61859
C -10.13774 -16.60445 -26.41072
C -11.28911 -17.58052 -28.53617
C -4.53482 -23.25343 -20.13587
C -12.55218 -19.59058 -29.00736
C -12.78550 -19.86859 -24.47899
C -12.70504 -28.28060 -20.60398
C -11.63734 -24.00722 -19.35585
C -12.70431 -26.75762 -22.48625
C -10.71996 -17.80526 -27.09273
C -8.01989 -25.39999 -18.72206
C -7.06467 -25.56208 -27.03438
C -6.27294 -23.43613 -22.00962
C -4.40747 -25.53985 -28.19534
H -4.28378 -22.52712 -19.36285
H -8.81917 -26.61757 -26.39304
H -9.19011 -24.76144 -20.25715
H -12.36075 -24.10493 -27.71124
H -7.26450 -24.38989 -25.53646
H -14.14462 -18.37313 -24.19187
H -12.20739 -17.07206 -28.24234
H -14.59880 -19.59890 -25.24365
H -10.87676 -24.63453 -24.00224
H -13.47669 -23.80664 -22.61345
H -11.17414 -22.31184 -22.81476
H -9.22946 -18.81810 -27.74910
H -7.05923 -23.63755 -28.11003
H -9.43012 -25.93577 -23.58395
H -11.29865 -27.33775 -28.93595
H -5.57635 -23.14889 -22.79724
H -15.03554 -24.26203 -25.35918
H -12.00551 -27.70427 -19.99849
H -11.84551 -25.10878 -25.05470
H -8.71100 -25.95725 -28.07295
H -14.34151 -22.36630 -21.97089
H -12.11482 -26.52476 -30.23643
H -13.21938 -22.71541 -19.34201
H -5.81220 -22.35195 -26.33973
H -9.99784 -22.76689 -27.94842
H -10.28488 -26.54286 -30.12452
H -3.73963 -24.44645 -17.72189
H -14.95771 -25.78926 -27.80929
H -10.38736 -19.73538 -27.40923
H -9.19906 -24.98533 -26.75966
H -14.25778 -25.48144 -29.70335
H -4.34763 -25.92203 -27.17629
H -7.58090 -22.19418 -26.00179
H -12.03824 -25.51560 -18.04733
H -9.07670 -20.89899 -27.96247
H -5.77781 -24.92972 -25.76580
H -6.81904 -26.62779 -19.46341
H -13.37309 -23.97128 -18.18269
H -3.73765 -23.11023 -20.86533
H -7.91020 -20.67676 -29.25299
H -9.87025 -27.24078 -22.44837
H -6.70491 -26.58354 -27.15804
H -12.22633 -21.81224 -25.06302
H -4.58097 -20.02505 -24.71107
H -7.27429 -23.35923 -22.43327
H -12.63865 -29.33623 -20.34066
H -12.66355 -26.01255 -21.69169
H -14.86343 -23.02151 -30.10838
H -4.44425 -21.10779 -26.07427
H -10.57775 -15.66594 -26.74792
H -7.84022 -21.49439 -21.52687
H -10.72212 -23.45466 -29.37400
H -12.57705 -19.85241 -27.94957
H -10.72176 -16.85821 -29.12309
H -15.87785 -24.86981 -28.67270
H -6.07704 -24.49548 -21.84380
H -6.80879 -23.16615 -19.91120
H -6.92890 -25.18886 -29.00839
H -9.08145 -16.62007 -26.67926
H -13.16014 -23.19666 -30.45575
H -12.73633 -20.44445 -29.65935
H -13.75916 -24.65156 -24.36760
H -9.76474 -19.25792 -24.99566
H -6.42732 -26.16566 -17.77409
H -10.27241 -16.59403 -25.32913
H -4.72183 -26.26430 -28.94664
H -12.05464 -21.71877 -21.73546
H -6.01220 -20.81326 -19.98314
H -11.45256 -18.10972 -26.34527
H -13.48435 -19.02732 -29.05099
H -8.39549 -22.02643 -22.83090
H -13.75601 -28.15179 -20.34517
H -10.34942 -25.63720 -22.03374
H -2.68767 -24.98263 -19.00951
H -13.51897 -21.20796 -25.80718
H -8.68370 -20.13820 -24.40544
H -3.34442 -25.36162 -28.35740
H -13.69270 -22.50616 -28.87348
H -13.62800 -26.73042 -23.06431
H -8.05634 -25.96284 -20.74373
H -3.99490 -26.08756 -18.38076
H -10.52260 -25.64816 -18.95807
H -12.79078 -25.61424 -27.42657
H -5.38261 -21.17826 -21.39146
H -11.40082 -27.10511 -24.36575

---

38
Properties=species:S:1:pos:R:3 method="wB97M-V/def2-TZVPD" homo_lumo_gap_ev=8.65 homo_energy_ha=-0.3296 lumo_energy_ha=-0.0117
V 0.30000 0.39253 -0.38521
O 1.36313 -2.17628 2.77129
O -0.55068 -1.08133 -1.45213
O -0.91892 1.28773 0.27122
O 3.98812 -1.98721 0.16903
O -2.02477 3.40781 0.74534
O 1.51658 1.84139 0.58407
O 2.26207 -0.30274 -1.17827
O 0.26684 1.64021 -2.16196
O 0.60540 -0.70386 0.79116
O -0.07594 0.84333 2.67959
O -2.35044 2.17018 -1.78576
O -3.75120 0.69769 0.38377
O 1.41139 -3.13237 -0.08113
C -1.74856 -1.35765 -0.85535
H -0.58331 2.07387 -2.28804
H 0.68160 -2.59899 -0.40476
H -2.43796 -0.67020 -1.34544
H 2.15443 1.41817 1.16739
H -1.91068 -2.47112 -1.01137
H 1.09348 2.43261 1.22429
H -1.69603 3.96374 0.03293
H -1.54315 -1.11976 0.18260
H -1.00223 0.82557 2.89871
H 2.87216 -0.83658 -0.69761
H 1.05607 -2.18348 1.88969
H 4.69059 -2.47520 0.62993
H 0.08592 -0.05774 2.35806
H -2.76960 3.04123 -1.74460
H -2.89041 0.88154 0.03521
H 2.39349 -0.64524 -2.03995
H 3.12650 -2.29823 0.48630
H 2.00453 -2.91757 2.75550
H -3.56110 0.06161 1.11308
H 0.71509 1.53961 -3.02720
H -2.89136 1.59731 -2.38830
H -1.61430 2.56383 0.48264
H 1.73325 -3.66444 -0.80470